Density functional theory data (ωB97M-V/def2-TZVPD) for a cluster of 2 separate species, C12H29NO5P2 in total.

Last column: natural (NBO) charge in e.
Cartesian coordinates (Å):
P  -3.182  -0.278  -0.188  2.2923
P  -0.626  1.111  -0.773  1.0427
O  -4.463  -0.875  -0.687  -1.0671
O  -2.046  -1.441  0.199  -0.9709
O  1.498  -2.848  1.946  -0.6409
O  -3.508  0.517  1.251  -0.9559
O  0.161  -0.284  -1.335  -0.7934
N  0.168  -4.578  1.295  -0.4238
C  1.339  -3.907  1.371  0.5306
C  -0.319  3.906  -0.689  -0.3993
C  0.496  4.026  0.641  -0.4046
C  0.046  -5.837  0.588  -0.3982
C  -0.630  2.888  -2.998  -0.6147
C  -1.002  -4.014  1.942  -0.4152
C  0.062  2.664  -1.576  -0.5453
C  -2.394  0.884  -1.422  -1.1222
C  2.220  0.412  -0.038  -0.4581
C  3.555  -0.346  0.362  -0.6107
C  1.585  -0.187  -1.334  -0.0669
C  -0.078  3.165  1.836  -0.6112
H  2.164  -4.417  0.848  0.1039
H  -1.407  3.918  -0.452  0.1985
H  -2.726  1.055  1.446  0.4885
H  -0.805  -3.903  3.010  0.2092
H  -0.689  -5.734  -0.213  0.2014
H  -1.867  -4.657  1.795  0.2095
H  4.434  0.321  0.335  0.2053
H  1.955  -1.232  -1.409  0.1915
H  0.459  5.082  0.979  0.2080
H  -0.228  3.780  2.737  0.2123
H  1.151  2.637  -1.749  0.2400
H  -0.284  -6.613  1.282  0.1957
H  -0.135  4.835  -1.270  0.2180
H  1.986  0.319  -2.242  0.1697
H  3.468  -0.699  1.409  0.2306
H  0.096  3.418  -3.639  0.2163
H  -0.860  1.907  -3.446  0.2063
H  1.567  0.363  0.847  0.2340
H  1.553  3.773  0.423  0.2004
H  -2.434  0.474  -2.447  0.2751
H  0.615  2.321  2.001  0.2164
H  3.678  -1.250  -0.258  0.2019
H  -1.525  3.512  -2.835  0.2099
H  1.002  -6.131  0.156  0.2091
H  2.541  1.449  -0.267  0.1990
H  -1.428  -1.087  0.850  0.5034
H  -1.201  -3.032  1.520  0.2175
H  -2.907  1.857  -1.317  0.2713
H  -1.055  2.756  1.513  0.1904

Values from the calculation:
Frontier orbital gap in eV: 9.0
E_tot in eV: -43221.11470
2S+1: 1
Highest occupied orbital energy in eV: -8.33
ΔE to the lowest compared entry with this formula, charge and spin in kcal per mole: 21.0